Below is a structure of composition C29H49ClNO2OsP in a non-equilibrium geometry, with properties calculated with wB97M-V/def2-TZVPD.

```
84
Properties=species:S:1:pos:R:3:lowdin_charge:R:1
Os -1.230 0.404 1.350 1.24
Cl -2.562 0.860 3.210 0.13
P 0.205 -0.220 -0.307 1.00
C 0.447 1.837 2.125 -0.24
H 1.428 1.455 1.827 0.02
H 0.287 1.722 3.209 0.05
C -1.043 -1.218 -1.308 -0.44
C 1.572 -1.365 0.364 -0.38
C -0.766 -1.562 -2.773 -0.20
H -1.082 -2.171 -0.759 0.08
C -1.846 -2.526 -3.279 -0.19
H -0.778 -0.644 -3.375 0.10
H 0.226 -2.021 -2.888 0.10
C -3.275 -2.028 -3.024 -0.19
H -1.699 -2.700 -4.352 0.11
H -1.714 -3.494 -2.776 0.12
C -3.500 -1.543 -1.590 -0.19
H -3.496 -1.205 -3.715 0.11
H -3.988 -2.829 -3.253 0.11
C -2.410 -0.557 -1.154 -0.26
H -4.482 -1.065 -1.496 0.12
H -3.471 -2.390 -0.891 0.10
H -2.456 0.342 -1.785 0.12
H -2.578 -0.244 -0.078 0.02
C 1.062 0.925 -1.553 -0.37
C 2.898 -0.653 0.665 -0.20
H 1.145 -1.660 1.341 0.09
C 3.844 -1.597 1.418 -0.19
H 3.375 -0.320 -0.268 0.10
H 2.724 0.247 1.267 0.09
C 4.081 -2.906 0.659 -0.20
H 4.799 -1.090 1.599 0.11
H 3.402 -1.817 2.400 0.12
C 2.779 -3.591 0.225 -0.19
H 4.696 -2.704 -0.228 0.11
H 4.660 -3.593 1.286 0.11
C 1.772 -2.648 -0.449 -0.20
H 3.004 -4.418 -0.459 0.11
H 2.300 -4.035 1.109 0.11
H 2.116 -2.398 -1.465 0.10
H 0.813 -3.175 -0.563 0.11
C 0.120 1.825 -2.365 -0.20
H 1.658 1.565 -0.875 0.11
C 0.906 2.892 -3.139 -0.19
H -0.461 1.213 -3.069 0.10
H -0.608 2.326 -1.720 0.08
C 2.003 2.298 -4.028 -0.20
H 0.210 3.483 -3.744 0.11
H 1.367 3.579 -2.417 0.12
C 2.865 1.270 -3.284 -0.19
H 1.544 1.821 -4.905 0.11
H 2.643 3.102 -4.409 0.11
C 2.026 0.230 -2.532 -0.20
H 3.536 0.758 -3.985 0.11
H 3.499 1.797 -2.556 0.12
H 1.442 -0.355 -3.258 0.10
H 2.690 -0.478 -2.021 0.08
C -1.414 2.425 0.871 -0.40
C 0.016 3.088 1.530 -0.36
H -1.230 2.439 -0.209 0.03
C -0.215 4.243 2.472 -0.18
H 0.622 3.359 0.656 0.12
C -1.500 4.073 3.277 -0.22
H 0.652 4.321 3.139 0.12
H -0.266 5.165 1.879 0.12
C -2.710 4.184 2.355 -0.21
H -1.522 3.087 3.758 0.05
H -1.558 4.832 4.066 0.11
C -2.692 3.206 1.162 -0.27
H -3.632 4.045 2.933 0.10
H -2.751 5.211 1.958 0.11
H -3.522 2.498 1.274 0.06
H -2.918 3.790 0.257 0.10
O -2.000 -2.988 0.912 0.03
C -1.553 -2.616 1.993 -0.46
C -1.565 -3.467 3.252 -0.09
C -0.900 -2.618 4.305 -0.09
C -0.311 -1.435 3.547 -0.53
O 0.555 -0.675 3.938 0.06
N -0.917 -1.412 2.275 -0.16
H -2.599 -3.719 3.506 0.13
H -1.016 -4.395 3.061 0.13
H -1.640 -2.235 5.021 0.13
H -0.111 -3.140 4.853 0.12
```

Output
Relative energy (zero: lowest compared OMol25 entry of this formula, charge and spin) ... 0.00 kJ/mol
HOMO (alpha / beta) ... -5.57 / -8.35 eV
Molecular weight ... 700.373 g mol⁻¹
Calculated total energy ... -60729.996 eV
Multiplicity ... 5

***

Below is a structure of composition C5H9N2O in a non-equilibrium geometry, with properties calculated with wB97M-V/def2-TZVPD.

```
17
Properties=species:S:1:pos:R:3:nbo_charge:R:1
C 0.566 -2.703 1.103 -0.09
C 0.627 -1.762 0.339 0.18
C -0.225 0.858 0.604 0.49
C -0.212 -0.748 -1.598 -0.64
C 0.632 -0.521 -0.392 -0.38
N -1.331 0.639 1.077 -0.24
N 0.520 1.896 0.831 -0.76
O -2.062 1.427 1.813 -0.53
H 0.168 -3.551 1.500 0.23
H 0.190 -1.479 -2.381 0.26
H -0.368 0.293 -2.139 0.23
H -1.200 -1.236 -1.346 0.22
H 1.682 -0.235 -0.727 0.27
H -1.810 -0.217 0.939 0.39
H 1.493 1.851 0.579 0.43
H 0.143 2.721 1.264 0.42
H -2.743 1.886 1.358 0.50
```

Output
Relative energy (zero: lowest compared OMol25 entry of this formula, charge and spin) ... 580.16 kJ/mol
Total charge ... +1
HOMO (alpha / beta) ... -9.52 / -14.94 eV
Molecular weight ... 113.140 g mol⁻¹
Calculated total energy ... -10342.093 eV
Multiplicity ... 3

***

Below is a structure of composition C15H14O13Pd4 in a non-equilibrium geometry, with properties calculated with wB97M-V/def2-TZVPD.

```
46
Properties=species:S:1:pos:R:3:nbo_charge:R:1
Pd 3.133 -0.470 0.941 1.00
Pd -4.089 3.816 4.064 0.98
Pd -2.304 6.787 3.290 1.00
Pd 3.470 2.935 -1.710 1.02
C 0.447 4.001 0.895 -0.14
C 1.132 2.757 0.631 0.44
C 0.559 1.400 1.341 0.43
O 1.228 0.343 1.127 -0.52
C -0.669 1.506 2.091 -0.14
C -1.236 2.696 2.317 0.34
C -0.555 3.994 1.769 0.33
O -1.063 5.145 2.109 -0.43
O -2.424 2.518 2.902 -0.42
O 2.125 2.695 -0.086 -0.52
H 0.874 4.958 0.635 0.31
H -1.028 0.555 2.456 0.28
C -1.392 -2.081 0.747 -0.09
C -1.349 -3.470 0.251 -0.12
O -1.210 -4.218 1.429 -0.36
C -0.665 -3.440 2.453 0.95
O -0.361 -3.804 3.566 0.10
O -0.627 -2.230 1.936 -0.43
H -2.245 -1.580 1.205 0.25
H -0.795 -1.420 0.118 0.22
H -0.530 -3.743 -0.416 0.19
H -2.280 -3.697 -0.267 0.31
C 2.808 -5.526 -0.319 -0.12
C 2.312 -5.115 -1.620 -0.12
O 1.863 -3.775 -1.349 -0.31
C 2.236 -3.378 -0.206 0.99
O 2.179 -2.194 0.157 -0.69
O 2.702 -4.386 0.539 -0.23
H 3.803 -5.972 -0.331 0.39
H 2.083 -6.205 0.130 0.39
H 1.396 -5.679 -1.791 0.35
H 2.999 -5.292 -2.448 0.38
C -1.986 2.711 -2.467 -0.11
C -1.776 3.910 -3.406 -0.09
O -0.359 3.992 -3.204 -0.12
C 0.214 2.803 -2.728 0.95
O 1.411 2.529 -2.835 -0.52
O -0.785 1.941 -2.404 -0.37
H -2.878 2.133 -2.709 0.30
H -2.177 3.067 -1.455 0.23
H -2.024 4.878 -2.971 0.33
H -2.166 3.603 -4.376 0.40
```

Output
Total charge ... +7
HOMO (alpha / beta) ... -28.91 / -28.24 eV
Molecular weight ... 827.944 g mol⁻¹
Calculated total energy ... -56198.917 eV
Multiplicity ... 10

***

Below is a structure of composition C3H2CoO4 in a non-equilibrium geometry, with properties calculated with wB97M-V/def2-TZVPD.

```
10
Properties=species:S:1:pos:R:3:nbo_charge:R:1
C -1.966 -0.111 0.576 0.38
C -1.456 0.073 -1.238 0.61
O -0.732 0.976 -1.541 -0.59
O -2.792 -0.945 0.820 -0.02
H -1.926 0.859 1.110 0.40
H -0.644 -0.970 -0.776 0.23
O 1.329 -0.332 0.582 -0.20
O 2.034 0.358 -0.341 -0.39
C 0.491 -1.144 0.778 0.84
Co 1.094 1.494 -1.508 1.75
```

Output
Total charge ... +3
HOMO (alpha / beta) ... -25.80 / -27.49 eV
Molecular weight ... 160.978 g mol⁻¹
Calculated total energy ... -48908.329 eV
Multiplicity ... 5

***

Below is an isolated molecule of C19H23N3O5S2, with properties calculated with wB97M-V/def2-TZVPD.

```
52
Properties=species:S:1:pos:R:3:nbo_charge:R:1
C 5.330 2.498 -0.730 -0.62
H 5.996 2.461 -1.589 0.21
C 5.617 1.329 0.205 -0.40
C 4.841 1.406 1.520 -0.40
C 3.323 1.352 1.335 -0.22
N 2.909 0.150 0.646 -0.64
C 2.427 0.174 -0.604 0.80
O 2.119 1.174 -1.221 -0.67
N 2.270 -1.093 -1.175 -0.90
S 1.942 -2.530 -0.362 2.33
O 2.827 -2.597 0.766 -0.94
O 1.988 -3.559 -1.349 -0.92
C 0.267 -2.261 0.172 -0.39
C 0.018 -1.470 1.277 -0.12
C -1.284 -1.152 1.612 -0.26
C -2.337 -1.624 0.827 0.19
C -2.068 -2.456 -0.265 -0.23
C -0.765 -2.766 -0.595 -0.18
H -0.528 -3.393 -1.440 0.25
H -2.885 -2.835 -0.860 0.22
N -3.659 -1.255 1.049 -0.62
C -4.110 -0.197 1.804 0.69
O -3.460 0.352 2.659 -0.59
C -5.492 0.266 1.386 -0.48
H -5.932 0.839 2.201 0.24
H -6.139 -0.578 1.142 0.23
C -5.334 1.172 0.148 -0.49
C -4.773 0.362 -1.008 0.55
O -5.444 -0.493 -1.558 -0.58
C -3.386 0.580 -1.383 -0.37
C -2.723 -0.096 -2.385 -0.17
C -1.368 0.245 -2.472 -0.28
C -0.999 1.173 -1.541 -0.38
S -2.299 1.649 -0.545 0.48
H -0.023 1.595 -1.392 0.28
H -0.688 -0.168 -3.194 0.23
H -3.221 -0.802 -3.024 0.24
H -6.321 1.538 -0.142 0.25
H -4.690 2.018 0.389 0.22
H -4.319 -1.659 0.397 0.41
H -1.495 -0.522 2.460 0.26
H 0.843 -1.111 1.869 0.23
H 1.927 -1.073 -2.123 0.43
H 3.203 -0.746 1.015 0.43
H 2.834 1.384 2.315 0.20
H 2.975 2.199 0.742 0.23
H 5.088 2.336 2.036 0.21
H 5.146 0.574 2.160 0.20
H 6.684 1.309 0.440 0.20
H 5.375 0.393 -0.303 0.20
H 4.308 2.461 -1.097 0.22
H 5.485 3.445 -0.218 0.20
```

Output
Relative energy (zero: lowest compared OMol25 entry of this formula, charge and spin) ... 56.01 kJ/mol
HOMO ... -9.22 eV
Molecular weight ... 437.543 g mol⁻¹
Calculated total energy ... -56456.019 eV

***

Below is an isolated molecule of C23H34N2O4, with properties calculated with wB97M-V/def2-TZVPD.

```
63
Properties=species:S:1:pos:R:3:nbo_charge:R:1
C -6.465 -3.900 0.965 -0.25
H -7.286 -4.202 1.625 0.17
O -6.528 -2.528 0.669 -0.54
C -7.723 -2.164 0.015 -0.15
H -8.595 -2.514 0.584 0.20
C -7.853 -0.643 -0.091 0.66
O -8.850 -0.087 0.327 -0.62
N -6.859 0.026 -0.709 -0.43
C -5.616 -0.520 -1.196 -0.21
H -5.655 -1.606 -1.208 0.23
C -4.457 -0.058 -0.312 -0.44
H -3.517 -0.466 -0.685 0.22
H -4.615 -0.430 0.701 0.22
C -4.407 1.474 -0.277 0.10
C -5.761 2.014 0.188 -0.41
C -6.878 1.476 -0.705 -0.23
H -7.853 1.794 -0.336 0.26
H -6.746 1.833 -1.732 0.19
H -5.752 3.103 0.164 0.22
H -5.928 1.695 1.217 0.22
O -3.438 1.944 0.645 -0.49
C -2.120 1.949 0.320 0.32
C -1.264 2.410 1.325 -0.26
C 0.097 2.470 1.123 -0.16
C 0.646 2.078 -0.096 -0.19
C -0.210 1.645 -1.102 -0.16
C -1.575 1.567 -0.903 -0.26
H -2.199 1.216 -1.710 0.21
H 0.217 1.365 -2.052 0.24
C 2.104 2.134 -0.400 0.67
O 2.527 2.297 -1.529 -0.63
N 2.921 2.003 0.676 -0.61
H 2.527 1.724 1.560 0.39
C 4.358 1.952 0.547 -0.22
C 4.897 0.524 0.654 -0.40
C 6.414 0.487 0.491 -0.38
C 6.974 -0.934 0.534 -0.21
C 6.589 -1.783 -0.697 -0.41
H 5.889 -2.569 -0.413 0.21
H 6.108 -1.172 -1.460 0.21
C 7.895 -2.390 -1.231 -0.40
H 8.272 -1.793 -2.063 0.20
H 7.762 -3.412 -1.583 0.21
C 8.869 -2.297 -0.060 -0.40
H 9.910 -2.351 -0.374 0.21
H 8.680 -3.102 0.652 0.19
C 8.508 -0.955 0.565 -0.40
H 8.902 -0.837 1.574 0.21
H 8.900 -0.145 -0.053 0.19
H 6.599 -1.423 1.439 0.19
H 6.873 1.075 1.290 0.20
H 6.686 0.952 -0.460 0.20
H 4.625 0.104 1.626 0.19
H 4.425 -0.085 -0.118 0.21
H 4.595 2.365 -0.436 0.23
H 4.809 2.584 1.319 0.19
H 0.725 2.858 1.911 0.21
H -1.703 2.723 2.260 0.23
H -4.192 1.867 -1.282 0.17
H -5.466 -0.159 -2.222 0.19
H -7.771 -2.611 -0.993 0.18
H -5.514 -4.065 1.467 0.20
H -6.507 -4.507 0.051 0.17
```

Output
Relative energy (zero: lowest compared OMol25 entry of this formula, charge and spin) ... 102.15 kJ/mol
HOMO ... -8.64 eV
Molecular weight ... 402.535 g mol⁻¹
Calculated total energy ... -35573.858 eV

***

> Among the records above, which one has the highest molecular weight?

C15H14O13Pd4